# 1
A structure of composition C32H53BrN6O4SSiTm. Source: OMol25; level of theory: ωB97M-V/def2-TZVPD.

Cartesian coordinates (Å):
Tm  1.528  0.736  0.224
N  0.534  0.780  2.786
C  -0.367  1.861  3.243
C  0.346  3.215  3.130
C  -0.381  4.253  2.276
C  -0.661  3.792  0.846
N  0.541  3.223  0.194
H  0.123  -0.116  3.063
H  1.404  0.881  3.312
H  -0.687  1.694  4.280
H  -1.264  1.833  2.619
H  1.339  3.042  2.711
H  0.483  3.638  4.125
H  0.234  5.154  2.247
H  -1.336  4.517  2.736
H  -1.051  4.646  0.273
H  -1.443  3.026  0.850
H  1.328  3.851  0.385
H  0.380  3.276  -0.818
N  2.503  -1.465  1.753
N  2.390  -2.516  0.798
C  1.814  -2.290  -0.476
O  1.530  -3.263  -1.138
O  1.653  -1.059  -0.760
H  3.493  -1.313  1.985
H  2.036  -1.752  2.617
H  2.493  -3.476  1.102
O  3.041  1.593  1.531
S  4.110  1.827  0.518
O  4.744  3.108  0.615
N  3.327  1.533  -0.823
C  3.483  2.112  -2.054
C  4.659  2.624  -2.565
C  4.703  3.131  -3.867
C  3.592  3.143  -4.671
C  2.368  2.638  -4.192
C  1.184  2.596  -4.958
C  0.037  2.103  -4.394
C  0.063  1.664  -3.064
N  1.144  1.675  -2.308
C  2.299  2.134  -2.864
C  5.220  0.475  0.909
C  5.899  0.526  2.114
C  6.657  -0.564  2.511
C  6.715  -1.694  1.707
C  6.022  -1.736  0.506
C  5.255  -0.651  0.107
H  5.547  2.620  -1.951
H  5.644  3.499  -4.245
H  3.648  3.521  -5.680
H  1.190  2.944  -5.981
H  -0.884  2.059  -4.953
H  -0.852  1.303  -2.608
H  5.825  1.413  2.724
H  7.187  -0.539  3.450
H  7.296  -2.547  2.023
H  6.066  -2.613  -0.120
H  4.687  -0.675  -0.811
C  -3.993  0.128  -2.148
C  -3.567  -1.328  -1.918
C  -2.385  -1.631  -2.852
C  -4.744  -2.237  -2.301
Si  -3.080  -1.616  -0.043
Br  -1.031  0.119  0.080
C  -2.348  -3.369  0.452
C  -1.759  -4.125  -0.746
C  -3.475  -4.246  1.022
C  -1.226  -3.245  1.490
C  -4.173  -0.767  1.368
C  -5.597  -1.336  1.322
C  -3.559  -1.039  2.749
C  -4.276  0.757  1.233
H  -4.105  0.309  -3.214
H  -3.249  0.813  -1.755
H  -4.949  0.332  -1.679
H  -2.610  -1.266  -3.851
H  -2.196  -2.694  -2.931
H  -1.472  -1.151  -2.515
H  -5.012  -2.069  -3.342
H  -5.617  -2.024  -1.690
H  -4.495  -3.287  -2.184
H  -2.506  -4.301  -1.513
H  -1.411  -5.098  -0.403
H  -0.901  -3.612  -1.171
H  -4.288  -4.344  0.307
H  -3.876  -3.852  1.950
H  -3.087  -5.243  1.224
H  -0.410  -2.649  1.090
H  -0.842  -4.239  1.708
H  -1.570  -2.802  2.418
H  -5.604  -2.417  1.396
H  -6.089  -1.052  0.397
H  -6.177  -0.933  2.148
H  -3.595  -2.091  3.009
H  -4.116  -0.495  3.509
H  -2.529  -0.695  2.772
H  -4.702  1.054  0.284
H  -3.300  1.216  1.330
H  -4.918  1.135  2.025

Output
DFT total energy ... -169461.63663 eV
Spin multiplicity ... 3
Charge ... +1
Molar mass ... 894.8 g/mol
LUMO level (alpha / beta) ... -2.31 / -2.31 eV
HOMO energy (alpha / beta) ... -10.5 / -10.5 eV

How is the electron density shared among the atoms? According to Mulliken, the charges in e are:
1 Tm -0.456
2 N -0.283
3 C 0.019
4 C -0.421
5 C -1.114
6 C -0.294
7 N -0.274
8 H 0.178
9 H 0.281
10 H 0.544
11 H -0.326
12 H 0.052
13 H 0.362
14 H 0.429
15 H 0.342
16 H 0.530
17 H -0.021
18 H 0.268
19 H 0.182
20 N -0.341
21 N -0.027
22 C 0.221
23 O -0.740
24 O -0.144
25 H 0.078
26 H 0.305
27 H 0.234
28 O -0.316
29 S 1.151
30 O -0.730
31 N 0.633
32 C 0.612
33 C -0.759
34 C -0.906
35 C -0.966
36 C 0.507
37 C -0.917
38 C -0.961
39 C -0.024
40 N 0.379
41 C 0.137
42 C 0.297
43 C -0.543
44 C -0.726
45 C -0.475
46 C -0.600
47 C -0.245
48 H 0.478
49 H 0.402
50 H 0.440
51 H 0.447
52 H 0.504
53 H 0.359
54 H 0.494
55 H 0.426
56 H 0.415
57 H 0.460
58 H 0.319
59 C -1.978
60 C 2.508
61 C -1.833
62 C -1.655
63 Si -1.921
64 Br 0.685
65 C 2.811
66 C -2.041
67 C -1.876
68 C -1.833
69 C 2.622
70 C -1.703
71 C -1.755
72 C -1.780
73 H 0.607
74 H 0.296
75 H 0.459
76 H 0.572
77 H 0.354
78 H 0.302
79 H 0.500
80 H 0.355
81 H 0.301
82 H 0.393
83 H 0.623
84 H 0.341
85 H 0.398
86 H 0.342
87 H 0.534
88 H 0.184
89 H 0.591
90 H 0.276
91 H 0.330
92 H 0.377
93 H 0.506
94 H 0.356
95 H 0.620
96 H 0.057
97 H 0.325
98 H 0.283
99 H 0.593

# 2
A structure of composition C32H53N4RuSSi4Te. Source: OMol25; level of theory: ωB97M-V/def2-TZVPD.

Cartesian coordinates (Å):
Ru  0.336  0.822  0.428
N  -3.649  -0.899  -0.077
C  -3.721  -2.299  0.153
C  -4.960  -2.908  0.199
C  -5.046  -4.277  0.434
C  -3.895  -5.018  0.627
C  -2.649  -4.398  0.580
C  -2.561  -3.041  0.335
S  -0.938  -2.315  0.228
N  -1.294  -0.646  0.143
C  -2.506  -0.179  -0.028
C  -2.598  1.295  -0.206
C  -3.783  1.999  -0.380
C  -3.720  3.364  -0.617
C  -2.475  3.975  -0.704
C  -1.337  3.211  -0.514
N  -1.388  1.903  -0.242
H  -4.521  -0.433  -0.267
H  -5.858  -2.324  0.057
H  -6.014  -4.754  0.466
H  -3.957  -6.079  0.811
H  -1.749  -4.977  0.726
H  -4.748  1.519  -0.331
H  -4.629  3.934  -0.747
H  -2.376  5.028  -0.917
H  -0.355  3.657  -0.587
C  0.462  -2.601  3.422
Si  -0.356  -0.940  3.702
C  -0.135  -0.506  5.514
C  -2.205  -0.978  3.368
C  0.511  0.414  2.642
C  1.966  0.225  2.434
C  2.954  -0.190  3.317
C  4.260  -0.249  2.862
C  4.557  0.090  1.544
C  3.524  0.459  0.709
N  2.269  0.530  1.160
Si  0.182  2.240  3.072
C  1.056  3.314  1.772
C  1.032  2.647  4.686
C  -1.652  2.592  3.186
H  0.019  -3.319  4.112
H  1.529  -2.583  3.631
H  0.327  -2.983  2.413
H  -0.501  -1.350  6.099
H  -0.725  0.361  5.803
H  0.896  -0.326  5.814
H  -2.553  -2.002  3.253
H  -2.487  -0.427  2.479
H  -2.748  -0.541  4.202
H  2.703  -0.443  4.337
H  5.050  -0.558  3.530
H  5.569  0.065  1.172
H  3.694  0.722  -0.330
H  2.091  3.446  2.089
H  0.571  4.291  1.764
H  1.127  2.994  0.723
H  2.074  2.326  4.681
H  0.543  2.202  5.544
H  1.029  3.728  4.824
H  -2.244  2.121  2.399
H  -1.834  3.664  3.150
H  -2.041  2.235  4.139
C  -1.173  2.331  -6.100
Si  0.352  1.909  -5.111
C  1.496  3.376  -4.944
C  1.257  0.441  -5.835
C  -0.259  1.473  -3.358
Te  1.297  0.841  -2.057
C  1.208  -1.216  -2.586
Si  2.682  -2.309  -2.077
C  2.540  -3.855  -3.105
C  4.292  -1.414  -2.440
C  2.510  -2.715  -0.243
H  -0.902  2.621  -7.112
H  -1.719  3.165  -5.659
H  -1.854  1.484  -6.175
H  1.935  3.620  -5.910
H  2.325  3.181  -4.259
H  0.969  4.263  -4.597
H  1.539  0.668  -6.861
H  0.644  -0.459  -5.863
H  2.180  0.216  -5.299
H  -1.004  0.675  -3.342
H  -0.711  2.360  -2.913
H  1.111  -1.185  -3.672
H  0.279  -1.616  -2.174
H  2.584  -3.625  -4.168
H  1.608  -4.384  -2.913
H  3.358  -4.539  -2.885
H  4.672  -1.701  -3.419
H  5.055  -1.680  -1.709
H  4.203  -0.325  -2.444
H  2.081  -3.707  -0.113
H  1.854  -2.015  0.284
H  3.470  -2.707  0.270

Output
Relative energy (zero: lowest compared OMol25 entry of this formula, charge and spin) ... 16.8 kcal per mole
DFT total energy ... -92215.83363 eV
Spin multiplicity ... 2
Charge ... +2
Molar mass ... 866.9 g/mol
LUMO level (alpha / beta) ... -6.78 / -6.94 eV
HOMO energy (alpha / beta) ... -12.9 / -12.8 eV

How is the electron density shared among the atoms? According to Mulliken, the charges in e are:
1 Ru -0.520
2 N 0.130
3 C -0.215
4 C -0.862
5 C -0.632
6 C -0.917
7 C -0.563
8 C 0.813
9 S -0.158
10 N 0.705
11 C -0.103
12 C 0.236
13 C -0.752
14 C -1.039
15 C -1.138
16 C -0.839
17 N 1.869
18 H 0.094
19 H 0.466
20 H 0.427
21 H 0.443
22 H 0.537
23 H 0.615
24 H 0.496
25 H 0.586
26 H 0.615
27 C -0.873
28 Si 0.205
29 C -1.332
30 C -1.015
31 C 2.334
32 C -1.453
33 C -0.646
34 C -0.701
35 C -1.102
36 C -0.553
37 N 0.645
38 Si 0.519
39 C -0.877
40 C -1.222
41 C -0.896
42 H 0.500
43 H 0.373
44 H 0.155
45 H 0.401
46 H 0.324
47 H 0.348
48 H 0.454
49 H 0.150
50 H 0.532
51 H 0.513
52 H 0.541
53 H 0.507
54 H 0.453
55 H 0.370
56 H 0.527
57 H 0.045
58 H 0.370
59 H 0.340
60 H 0.406
61 H 0.109
62 H 0.462
63 H 0.363
64 C -1.112
65 Si 0.273
66 C -1.057
67 C -1.025
68 C -0.417
69 Te 0.007
70 C -0.560
71 Si 0.108
72 C -1.148
73 C -1.047
74 C -0.143
75 H 0.349
76 H 0.338
77 H 0.339
78 H 0.381
79 H 0.331
80 H 0.326
81 H 0.421
82 H 0.349
83 H 0.276
84 H 0.496
85 H 0.007
86 H 0.328
87 H 0.245
88 H 0.330
89 H 0.337
90 H 0.347
91 H 0.377
92 H 0.380
93 H 0.297
94 H 0.480
95 H -0.630
96 H 0.450

Q: The lowest molar mass belongs to which entry?
A: C32H53N4RuSSi4Te